Entry 1:
C21H19N3O6 | wB97M-V/def2-TZVPD

Element x y z (Å)
O (0.29707, 0.66912, -1.84518)
C (-0.63307, 0.44686, -1.09944)
C (-0.53595, -0.61766, -0.00509)
N (0.85418, -0.77267, 0.33696)
C (1.58917, 0.27199, 0.91823)
O (1.12160, 1.30116, 1.32635)
N (2.87288, -0.15461, 0.97428)
C (3.08319, -1.41388, 0.28409)
C (3.67233, -2.49515, 1.19756)
C (5.17939, -2.30320, 1.30125)
O (5.81595, -2.43902, 0.05100)
C (5.22898, -1.79104, -0.99479)
C (5.98251, -1.67977, -2.16201)
C (5.47150, -1.02119, -3.26059)
C (4.20642, -0.45578, -3.20815)
C (3.44654, -0.57638, -2.06129)
C (3.94250, -1.25308, -0.95120)
C (1.64758, -1.79202, -0.09812)
O (1.27500, -2.80511, -0.62872)
N (-1.77844, 1.16299, -1.18278)
C (-2.95201, 1.11009, -0.41480)
C (-3.55383, -0.09112, -0.04981)
C (-4.73155, -0.08180, 0.67155)
C (-5.33412, 1.11326, 1.03972)
C (-4.72631, 2.32312, 0.68410)
C (-3.54997, 2.31039, -0.04991)
O (-5.25386, 3.53379, 1.04028)
C (-6.23695, 3.44055, 2.04885)
C (-7.20508, 2.30066, 1.73696)
O (-6.51898, 1.06789, 1.72598)
H (-1.10400, -0.31596, 0.87764)
H (-0.87802, -1.58609, -0.37936)
H (3.62339, 0.48330, 1.17886)
H (3.45457, -3.46905, 0.75372)
H (3.21575, -2.44190, 2.18602)
H (5.40011, -1.31018, 1.72102)
H (5.63033, -3.06353, 1.94296)
H (6.96756, -2.11864, -2.17444)
H (6.06508, -0.94171, -4.15886)
H (3.80746, 0.07058, -4.06076)
H (2.45624, -0.14641, -2.02624)
H (-1.70674, 1.95761, -1.80811)
H (-3.12978, -1.03129, -0.35837)
H (-5.21627, -1.00318, 0.95048)
H (-3.10507, 3.25544, -0.31791)
H (-6.74962, 4.40297, 2.07089)
H (-5.75860, 3.25390, 3.01982)
H (-7.97981, 2.21724, 2.50020)
H (-7.66926, 2.47852, 0.75712)

Summary:
- Energy relative to the best compared isomer or geometry (same formula, charge and spin): 8.60 kJ/mol
- Molecular weight: 409.4 g/mol
- HOMO: -0.3068 hartree
- Total charge: 0
- SMILES: O=C(CN1C(=O)N[C@@]2(CCOc3ccccc32)C1=O)Nc1ccc2c(c1)OCCO2

Entry 2:
C3H12O4 | wB97M-V/def2-TZVPD

Element x y z (Å)
C (1.13318, -0.53893, -2.10722)
C (0.28899, 0.35482, -1.59093)
C (0.82783, 1.40285, -0.66940)
O (-0.27886, 1.95433, 0.13758)
H (0.70252, -1.26346, -2.84282)
H (2.10895, -0.80777, -1.77590)
H (-0.73209, 0.63220, -1.72722)
H (1.66233, 1.08086, -0.05649)
H (1.28118, 2.29307, -1.10075)
H (-0.04880, 1.63159, 1.02046)
O (-2.32941, -0.62473, -0.53430)
H (-2.44036, -0.19308, -1.37793)
H (-1.89069, -0.06000, 0.11047)
O (-0.64066, -2.09430, 1.62007)
H (-0.90286, -1.84832, 0.72538)
H (0.20960, -2.56062, 1.54900)
O (0.09285, 0.51467, 2.81246)
H (1.01474, 0.55995, 3.08855)
H (-0.05845, -0.43312, 2.71901)

Summary:
- Energy relative to the best compared isomer or geometry (same formula, charge and spin): 147.41 kJ/mol
- Molecular weight: 112.1 g/mol
- HOMO: -0.3664 hartree
- Total charge: 0
- SMILES: C=CCO.O.O.O

Entry 3:
C4H9NO2 | wB97M-V/def2-TZVPD

Element x y z (Å)
C (-1.36207, -0.09780, -1.04668)
C (-0.64534, 0.64527, 0.07646)
O (-1.54918, 1.35931, 0.90402)
C (0.10500, -0.32093, 0.99445)
C (1.24677, -0.99301, 0.25187)
N (2.28522, -0.16296, -0.06658)
O (1.22226, -2.15921, -0.09937)
H (-2.24093, -0.60570, -0.63558)
H (-0.71226, -0.85533, -1.49730)
H (-1.68883, 0.58913, -1.83585)
H (0.08590, 1.34533, -0.36158)
H (-2.09057, 1.92028, 0.33462)
H (0.47440, 0.23319, 1.86538)
H (-0.57552, -1.10194, 1.34393)
H (3.07995, -0.56111, -0.54226)
H (2.36520, 0.76548, 0.31448)

Summary:
- Energy relative to the best compared isomer or geometry (same formula, charge and spin): 45.21 kJ/mol
- Molecular weight: 103.1 g/mol
- HOMO: -0.3635 hartree
- Total charge: 0
- SMILES: C[C@@H](O)CC(N)=O

What did the first record say?
C21H19N3O6 | wB97M-V/def2-TZVPD

Element x y z (Å)
O (0.29707, 0.66912, -1.84518)
C (-0.63307, 0.44686, -1.09944)
C (-0.53595, -0.61766, -0.00509)
N (0.85418, -0.77267, 0.33696)
C (1.58917, 0.27199, 0.91823)
O (1.12160, 1.30116, 1.32635)
N (2.87288, -0.15461, 0.97428)
C (3.08319, -1.41388, 0.28409)
C (3.67233, -2.49515, 1.19756)
C (5.17939, -2.30320, 1.30125)
O (5.81595, -2.43902, 0.05100)
C (5.22898, -1.79104, -0.99479)
C (5.98251, -1.67977, -2.16201)
C (5.47150, -1.02119, -3.26059)
C (4.20642, -0.45578, -3.20815)
C (3.44654, -0.57638, -2.06129)
C (3.94250, -1.25308, -0.95120)
C (1.64758, -1.79202, -0.09812)
O (1.27500, -2.80511, -0.62872)
N (-1.77844, 1.16299, -1.18278)
C (-2.95201, 1.11009, -0.41480)
C (-3.55383, -0.09112, -0.04981)
C (-4.73155, -0.08180, 0.67155)
C (-5.33412, 1.11326, 1.03972)
C (-4.72631, 2.32312, 0.68410)
C (-3.54997, 2.31039, -0.04991)
O (-5.25386, 3.53379, 1.04028)
C (-6.23695, 3.44055, 2.04885)
C (-7.20508, 2.30066, 1.73696)
O (-6.51898, 1.06789, 1.72598)
H (-1.10400, -0.31596, 0.87764)
H (-0.87802, -1.58609, -0.37936)
H (3.62339, 0.48330, 1.17886)
H (3.45457, -3.46905, 0.75372)
H (3.21575, -2.44190, 2.18602)
H (5.40011, -1.31018, 1.72102)
H (5.63033, -3.06353, 1.94296)
H (6.96756, -2.11864, -2.17444)
H (6.06508, -0.94171, -4.15886)
H (3.80746, 0.07058, -4.06076)
H (2.45624, -0.14641, -2.02624)
H (-1.70674, 1.95761, -1.80811)
H (-3.12978, -1.03129, -0.35837)
H (-5.21627, -1.00318, 0.95048)
H (-3.10507, 3.25544, -0.31791)
H (-6.74962, 4.40297, 2.07089)
H (-5.75860, 3.25390, 3.01982)
H (-7.97981, 2.21724, 2.50020)
H (-7.66926, 2.47852, 0.75712)

Summary:
- Energy relative to the best compared isomer or geometry (same formula, charge and spin): 8.60 kJ/mol
- Molecular weight: 409.4 g/mol
- HOMO: -0.3068 hartree
- Total charge: 0
- SMILES: O=C(CN1C(=O)N[C@@]2(CCOc3ccccc32)C1=O)Nc1ccc2c(c1)OCCO2

- Look up the molecular weight of the second one.
  112.1 g/mol

Repeat the first record exactly.
C21H19N3O6 | wB97M-V/def2-TZVPD

Element x y z (Å)
O (0.29707, 0.66912, -1.84518)
C (-0.63307, 0.44686, -1.09944)
C (-0.53595, -0.61766, -0.00509)
N (0.85418, -0.77267, 0.33696)
C (1.58917, 0.27199, 0.91823)
O (1.12160, 1.30116, 1.32635)
N (2.87288, -0.15461, 0.97428)
C (3.08319, -1.41388, 0.28409)
C (3.67233, -2.49515, 1.19756)
C (5.17939, -2.30320, 1.30125)
O (5.81595, -2.43902, 0.05100)
C (5.22898, -1.79104, -0.99479)
C (5.98251, -1.67977, -2.16201)
C (5.47150, -1.02119, -3.26059)
C (4.20642, -0.45578, -3.20815)
C (3.44654, -0.57638, -2.06129)
C (3.94250, -1.25308, -0.95120)
C (1.64758, -1.79202, -0.09812)
O (1.27500, -2.80511, -0.62872)
N (-1.77844, 1.16299, -1.18278)
C (-2.95201, 1.11009, -0.41480)
C (-3.55383, -0.09112, -0.04981)
C (-4.73155, -0.08180, 0.67155)
C (-5.33412, 1.11326, 1.03972)
C (-4.72631, 2.32312, 0.68410)
C (-3.54997, 2.31039, -0.04991)
O (-5.25386, 3.53379, 1.04028)
C (-6.23695, 3.44055, 2.04885)
C (-7.20508, 2.30066, 1.73696)
O (-6.51898, 1.06789, 1.72598)
H (-1.10400, -0.31596, 0.87764)
H (-0.87802, -1.58609, -0.37936)
H (3.62339, 0.48330, 1.17886)
H (3.45457, -3.46905, 0.75372)
H (3.21575, -2.44190, 2.18602)
H (5.40011, -1.31018, 1.72102)
H (5.63033, -3.06353, 1.94296)
H (6.96756, -2.11864, -2.17444)
H (6.06508, -0.94171, -4.15886)
H (3.80746, 0.07058, -4.06076)
H (2.45624, -0.14641, -2.02624)
H (-1.70674, 1.95761, -1.80811)
H (-3.12978, -1.03129, -0.35837)
H (-5.21627, -1.00318, 0.95048)
H (-3.10507, 3.25544, -0.31791)
H (-6.74962, 4.40297, 2.07089)
H (-5.75860, 3.25390, 3.01982)
H (-7.97981, 2.21724, 2.50020)
H (-7.66926, 2.47852, 0.75712)

Summary:
- Energy relative to the best compared isomer or geometry (same formula, charge and spin): 8.60 kJ/mol
- Molecular weight: 409.4 g/mol
- HOMO: -0.3068 hartree
- Total charge: 0
- SMILES: O=C(CN1C(=O)N[C@@]2(CCOc3ccccc32)C1=O)Nc1ccc2c(c1)OCCO2

- The highest energy relative to the best compared isomer or geometry (same formula, charge and spin) belongs to which entry?
  C3H12O4